# C5H8O

An isolated molecule of C5H8O in a non-equilibrium geometry (ωB97M-V with the def2-TZVPD basis set, OMol25).

## Properties
Gap between HOMO and LUMO ... 9.829 eV
Relative energy (zero: lowest compared OMol25 entry of this formula, charge and spin) ... 374.6 kJ/mol
Spin multiplicity ... 1
SMILES ... CC#CCCO
F_max ... 2.7 eV Å⁻¹
Lowest unoccupied orbital energy ... 0.61 eV

```
14
C5H8O | OMol25 | ωB97M-V with the def2-TZVPD basis set
C -2.64 0.59 -0.92
C -1.40 0.46 -0.26
C -0.35 -0.09 0.05
C 1.03 0.42 0.15
C 2.02 -0.47 0.87
O 1.96 -1.79 0.36
H -2.77 -0.34 -0.23
H -3.45 1.22 -0.59
H -2.55 0.58 -2.03
H 1.33 0.54 -0.90
H 0.96 1.42 0.60
H 3.03 -0.10 0.69
H 1.83 -0.45 1.95
H 1.01 -1.99 0.26
```



# C27H35ClN4O4P2Re

A structure of composition C27H35ClN4O4P2Re in a non-equilibrium geometry (ωB97M-V with the def2-TZVPD basis set, OMol25).

## Properties
Gap between HOMO and LUMO (spin up / spin down) ... 4.532 / 3.654 eV
Relative energy (zero: lowest compared OMol25 entry of this formula, charge and spin) ... 0.0 kJ/mol
Spin multiplicity ... 4
F_max ... 8.4 eV Å⁻¹
Charge ... +2
Lowest unoccupied orbital energy (spin up / spin down) ... -8.54 / -9.41 eV

```
74
C27H35ClN4O4P2Re | OMol25 | ωB97M-V with the def2-TZVPD basis set
Re -1.14 0.35 0.38
C 1.49 2.87 3.82
C 1.06 2.64 2.58
C 1.84 2.18 1.43
C 2.57 0.78 1.24
C 2.29 -0.39 2.10
C 2.12 -0.32 3.42
C 2.86 0.63 4.28
C 2.53 2.14 4.56
C -3.09 0.26 0.85
H 1.11 3.71 4.41
H -0.03 2.89 2.37
H 2.68 2.86 1.26
H 1.12 2.23 0.59
H 2.38 0.45 0.21
H 3.67 0.96 1.30
H 1.92 -1.29 1.56
H 1.32 -0.92 3.89
H 3.92 0.61 3.93
H 2.79 0.14 5.27
H 2.27 2.22 5.64
H 3.50 2.66 4.46
H -3.28 1.18 1.44
H -3.47 -0.62 1.39
H -3.51 0.35 -0.16
P -1.52 -1.72 -0.28
P -0.25 1.31 -1.52
N -0.58 -3.06 0.36
N -2.85 -2.67 -0.81
N 1.49 0.96 -2.20
N -0.39 2.38 -3.21
C -0.57 -1.42 -1.79
C -1.00 -0.09 -2.46
C -0.68 -3.64 1.63
C 0.04 -4.84 1.60
C 0.58 -4.99 0.28
C 0.18 -3.89 -0.46
C -4.21 -2.55 -0.53
C -4.88 -3.31 -1.47
C -3.92 -3.87 -2.37
C -2.67 -3.52 -1.91
C 2.69 1.50 -1.76
C 3.76 0.85 -2.35
C 3.20 -0.17 -3.18
C 1.83 0.02 -3.18
C 0.49 2.64 -4.26
C -0.12 3.45 -5.23
C -1.48 3.60 -4.81
C -1.62 2.89 -3.61
H -0.84 -2.20 -2.50
H 0.53 -1.42 -1.59
H -0.68 -0.10 -3.51
H -2.11 0.09 -2.44
H -1.20 -3.11 2.41
H 0.15 -5.53 2.43
H 1.20 -5.79 -0.14
H 0.37 -3.59 -1.49
H -4.52 -1.97 0.33
H -5.94 -3.48 -1.49
H -4.07 -4.44 -3.26
H -1.67 -3.84 -2.21
H 2.66 2.32 -1.06
H 4.79 1.08 -2.19
H 3.71 -0.97 -3.70
H 1.11 -0.43 -3.84
H 1.48 2.21 -4.30
H 0.38 3.87 -6.09
H -2.26 4.16 -5.32
H -2.51 2.67 -3.03
O -2.50 2.20 6.16
Cl -1.51 2.93 5.33
O -0.29 3.19 6.11
O -0.65 -0.45 1.85
O -2.07 4.22 4.83
```



# C30H43F5IrOP2

A structure of composition C30H43F5IrOP2 in a non-equilibrium geometry (ωB97M-V with the def2-TZVPD basis set, OMol25).

## Properties
Gap between HOMO and LUMO (spin up / spin down) ... 6.341 / 6.102 eV
Relative energy (zero: lowest compared OMol25 entry of this formula, charge and spin) ... 92.4 kJ/mol
Spin multiplicity ... 6
F_max ... 3.2 eV Å⁻¹
Charge ... +2
Lowest unoccupied orbital energy (spin up / spin down) ... -5.94 / -7.99 eV

```
82
C30H43F5IrOP2 | OMol25 | ωB97M-V with the def2-TZVPD basis set
Ir 0.00 1.32 0.99
C 1.12 -0.85 2.67
C 0.06 0.27 2.73
C -0.93 -1.87 2.38
C 0.50 -2.04 2.34
C -1.24 -0.56 2.71
C 2.50 -0.75 3.20
H 2.74 0.25 3.56
H 3.24 -1.05 2.45
H 2.65 -1.45 4.05
C 1.11 -3.35 2.03
H 2.20 -3.29 1.95
H 0.71 -3.71 1.07
H 0.86 -4.10 2.80
C -1.86 -3.01 2.16
H -1.64 -3.82 2.86
H -1.73 -3.40 1.13
H -2.90 -2.71 2.29
C -2.53 -0.10 3.25
H -2.73 -0.59 4.22
H -3.38 -0.34 2.61
H -2.53 0.99 3.42
C 0.17 1.11 3.98
H -0.20 0.51 4.82
H -0.46 2.01 3.92
H 1.19 1.42 4.21
C 2.35 3.28 -2.03
C 2.99 3.80 -0.96
C 2.62 5.09 -0.29
C 1.12 5.34 -0.20
C 0.27 4.10 0.00
C -0.34 3.52 -1.03
C -0.13 3.92 -2.46
C 1.37 4.01 -2.90
H 3.11 5.94 -0.80
H 0.80 5.90 -1.10
H 3.04 5.07 0.72
H 1.63 5.08 -3.02
H 2.71 2.33 -2.46
H 3.95 3.37 -0.62
H 1.43 3.59 -3.91
H -0.65 3.22 -3.13
H -1.18 2.85 -0.89
H -0.59 4.91 -2.67
H 0.93 6.02 0.65
H 0.12 3.76 1.04
P 1.22 0.03 -0.36
P -1.79 0.57 -0.23
C 0.49 0.63 -1.93
C -1.04 0.52 -1.96
H 0.95 0.00 -2.69
H 0.80 1.67 -2.09
H -1.49 1.32 -2.56
H -1.32 -0.46 -2.39
C -2.85 -0.91 -0.31
H -3.39 -1.04 0.64
H -2.26 -1.81 -0.52
H -3.58 -0.76 -1.11
C -3.07 1.86 0.03
H -3.33 2.36 -0.91
H -2.68 2.58 0.76
H -3.95 1.36 0.46
C 1.95 -1.56 -0.71
H 2.63 -1.85 0.10
H 2.51 -1.39 -1.64
H 1.19 -2.33 -0.85
C 2.61 0.97 0.35
H 2.36 1.48 1.31
H 2.91 1.72 -0.38
H 3.43 0.26 0.54
F -1.88 -7.03 -4.43
C -1.55 -6.08 -3.52
C -1.51 -4.75 -3.93
F -1.78 -4.44 -5.21
C -1.19 -3.77 -3.02
F -1.13 -2.48 -3.41
C -0.92 -4.07 -1.65
O -0.70 -3.17 -0.78
C -0.94 -5.46 -1.30
F -0.65 -5.79 -0.02
C -1.25 -6.44 -2.21
F -1.29 -7.73 -1.82
```



# C22H25N5O4

An isolated molecule of C22H25N5O4 in a non-equilibrium geometry (ωB97M-V with the def2-TZVPD basis set, OMol25).

## Properties
Gap between HOMO and LUMO ... 9.247 eV
Relative energy (zero: lowest compared OMol25 entry of this formula, charge and spin) ... 30.4 kJ/mol
Spin multiplicity ... 1
SMILES ... CCOC(=O)C[C@H](NC(=O)Cn1nnc(-c2ccccc2C)n1)c1ccc(OC)cc1
F_max ... 1.1 eV Å⁻¹
Lowest unoccupied orbital energy ... 0.64 eV

```
56
C22H25N5O4 | OMol25 | ωB97M-V with the def2-TZVPD basis set
C -3.14 -1.25 -2.92
C -1.76 -0.83 -3.38
O -0.74 -1.70 -2.89
C -0.36 -1.52 -1.63
O -0.80 -0.66 -0.91
C 0.66 -2.56 -1.23
C 1.34 -2.30 0.14
N 0.35 -2.03 1.16
C -0.57 -2.94 1.51
O -0.54 -4.11 1.21
C -1.69 -2.35 2.39
N -2.18 -1.14 1.81
N -3.29 -1.05 1.13
N -3.34 0.14 0.65
C -2.22 0.78 1.05
C -1.82 2.13 0.70
C -0.64 2.62 1.28
C -0.17 3.88 0.97
C -0.87 4.66 0.06
C -2.03 4.18 -0.51
C -2.53 2.92 -0.22
C -3.78 2.44 -0.87
N -1.48 -0.03 1.80
C 2.37 -1.20 0.07
C 3.71 -1.51 0.02
C 4.68 -0.53 -0.06
C 4.31 0.81 -0.08
O 5.17 1.86 -0.14
C 6.55 1.60 -0.20
C 2.95 1.14 -0.03
C 2.00 0.15 0.04
H -3.33 -2.29 -3.18
H -3.23 -1.14 -1.84
H -3.89 -0.63 -3.39
H -1.67 -0.89 -4.47
H -1.54 0.19 -3.05
H 0.13 -3.52 -1.17
H 1.41 -2.65 -2.01
H 1.85 -3.24 0.42
H 0.16 -1.05 1.36
H -1.29 -2.14 3.39
H -2.51 -3.06 2.45
H -0.11 1.99 1.98
H 0.74 4.24 1.42
H -0.51 5.65 -0.19
H -2.57 4.80 -1.22
H -3.59 1.50 -1.39
H -4.54 2.23 -0.12
H -4.16 3.18 -1.57
H 4.02 -2.55 0.04
H 5.72 -0.82 -0.10
H 7.04 2.58 -0.25
H 6.82 1.02 -1.09
H 6.90 1.07 0.69
H 2.67 2.18 -0.05
H 0.96 0.43 0.06
```



# C8H7NO

An isolated molecule of C8H7NO in a non-equilibrium geometry (ωB97M-V with the def2-TZVPD basis set, OMol25).

## Properties
Gap between HOMO and LUMO ... 9.392 eV
Relative energy (zero: lowest compared OMol25 entry of this formula, charge and spin) ... 236.7 kJ/mol
Spin multiplicity ... 1
SMILES ... O=C/C=C\c1cccnc1
F_max ... 6.8 eV Å⁻¹
Lowest unoccupied orbital energy ... -0.06 eV

```
17
C8H7NO | OMol25 | ωB97M-V with the def2-TZVPD basis set
O -3.39 -0.99 -0.77
C -2.36 -0.53 -0.46
C -2.14 0.62 0.40
C -0.98 1.08 0.87
C 0.31 0.56 0.44
C 0.89 -0.54 1.14
C 2.05 -1.08 0.66
C 2.76 -0.49 -0.49
N 2.16 0.53 -1.15
C 1.09 1.02 -0.64
H -1.41 -0.92 -0.60
H -3.01 1.24 0.76
H -0.88 1.96 1.52
H 0.37 -1.04 2.07
H 2.96 -1.88 1.22
H 3.66 -0.69 -0.92
H 0.62 1.74 -1.28
```